(1)
The following is a quantum chemistry calculation of 3 unconnected molecules or ions with the total composition C25H53O17P3S3 at a distorted geometry, from the Open Molecules 2025 dataset.

Calculated values
Gap between HOMO and LUMO: 6.49 eV
ΔE to the lowest compared entry with this formula, charge and spin: 2035.3 kJ/mol
HOMO: -9.3869 eV
Charge: 0
Electronic energy: -121942.918 eV

Cartesian coordinates (Å):
C  -4.48300  -3.66166  0.12191
O  12.40001  6.75782  -3.61665
H  12.25354  7.22840  -6.34294
O  -5.64655  -3.31431  5.87633
H  -5.15969  0.57284  -0.03484
H  -4.98107  -5.07525  -1.73510
H  -3.59595  -8.89856  -4.85508
C  -3.32242  1.22240  1.15427
O  9.96560  6.16518  -3.68081
S  4.87412  4.65532  1.50260
H  -3.79446  -11.93642  -4.59470
C  -4.10770  -4.85801  -0.97850
H  6.06649  4.82942  -0.80161
H  7.00120  3.84340  0.50465
H  -2.60443  0.50890  1.74155
H  -7.33605  -6.28490  5.83385
H  -5.14786  -4.69301  7.31251
C  -3.73660  -11.48659  -3.59948
C  3.29852  5.36683  0.78207
H  -3.10245  -4.53900  -1.53251
H  -3.21882  3.43278  0.57385
C  -7.82173  -5.76829  6.66319
H  -5.49793  -4.00306  0.64839
C  -3.56357  -1.17737  -0.11288
O  -1.50772  -8.02034  -2.01170
O  -7.29838  -4.65323  4.35253
H  8.82274  8.94782  -1.73431
H  -1.93357  2.38762  -0.37270
O  2.07954  3.83646  -2.32824
O  4.40616  3.01581  -1.68039
H  -0.87860  -8.94104  -0.27098
H  -1.87945  2.81161  2.88387
H  -0.77065  4.71295  0.63050
H  -8.88690  -6.00839  6.67566
C  11.21463  6.75301  -4.26816
H  -0.47780  2.00599  1.83793
C  -4.93044  -4.46879  6.26664
H  10.55565  7.00601  -1.78449
H  -2.46225  -9.93850  -5.76901
H  -1.14672  5.06319  2.45656
H  8.05366  8.43979  -3.42686
S  9.77430  6.67111  -6.70482
H  -5.85006  -1.77345  -0.36677
H  -0.82875  -7.16376  -0.28216
H  -8.07582  -2.93744  2.44309
O  3.55190  5.51789  -0.68974
H  8.65515  7.08775  -5.91798
H  -5.16573  -5.32901  5.64002
H  -3.33696  -1.44754  1.02456
C  -3.98664  0.41634  -0.11922
O  2.40856  3.20034  0.10393
H  9.84258  9.03025  -3.34688
P  -7.17437  -3.43810  5.27986
O  3.77809  8.26068  1.10415
C  6.33198  4.81819  0.33828
H  -4.48055  -10.68927  -3.56187
H  -2.38237  -8.17549  -5.92428
H  8.38271  4.98999  -1.84049
C  11.24231  7.44040  -5.79259
H  10.99415  8.59759  -5.70923
H  -3.63060  -3.61935  0.94146
H  -7.37431  -6.14673  7.58665
C  8.41994  6.14136  -1.55718
O  8.59299  6.31643  -0.10699
H  1.64908  7.23066  1.95547
C  9.03399  8.40893  -2.76391
C  1.94906  4.42717  0.78784
H  -4.71063  -2.31615  -1.76909
C  9.57779  6.88540  -2.45762
C  -7.74633  -2.10494  3.06990
H  -2.39506  -7.99699  -0.14832
O  6.98664  7.08595  1.51647
H  -3.86365  -4.25288  6.17419
P  -1.95385  -9.54199  -2.70347
O  -2.40005  -11.06363  -3.39512
H  1.30207  4.93867  -0.06365
H  -2.64158  -1.33423  -0.81706
C  7.30487  6.11160  0.61923
H  -3.97978  -12.25451  -2.86223
H  -7.39562  -1.29349  2.42744
H  -8.58070  -1.74048  3.67528
O  -1.61942  -8.92964  -4.19295
C  -1.40089  -8.03872  -0.60043
C  -2.44201  2.56437  0.68846
H  -4.17510  1.54270  1.90358
C  1.03183  4.30964  2.14090
H  1.19391  5.15666  2.93152
H  3.57996  6.81343  3.17206
O  -3.40236  -9.23606  -2.30339
P  3.09447  7.01567  1.79980
H  -3.89962  -5.86562  -0.38357
S  3.21896  3.91496  -1.25882
C  -2.57728  -8.99620  -5.23028
C  -0.58792  4.33804  1.72586
O  -7.67069  -4.35969  6.65725
H  1.17836  3.28175  2.72336
C  -1.28914  2.85276  1.85274
O  -6.67814  -2.51656  3.90236
H  7.36055  6.57531  -1.87980
H  -3.67572  0.97956  -1.12460
C  -4.76365  -2.19644  -0.59815

Cartesian forces (eV/Å) of the 6 atoms listed first:
-1.167 -0.895 -0.546
-8.110 -0.254 -3.724
-2.160 0.293 1.269
-0.913 1.783 -0.582
2.375 -0.661 -0.242
1.820 0.642 1.461

These are the Löwdin partial charges, in e, on atoms 1 to 6: -0.26, -0.02, 0.11, -0.27, 0.11, 0.08

(2)
The following is a quantum chemistry calculation of 3 unconnected molecules or ions with the total composition C25H55BN3O4P at a distorted geometry, from the Open Molecules 2025 dataset.

Calculated values
Gap between HOMO and LUMO (alpha / beta): 7.68 / 6.88 eV
ΔE to the lowest compared entry with this formula, charge and spin: 518.0 kJ/mol
HOMO (alpha / beta): -7.1317 / -7.1310 eV
Charge: 0
Electronic energy: -49431.403 eV
Spin multiplicity: 3

Cartesian coordinates (Å):
H  -1.15065  3.02722  1.97721
H  -6.48481  -0.48460  1.97196
N  4.74861  0.99333  0.94142
H  5.84275  -4.16329  0.59331
H  -8.40492  4.77439  -1.08312
C  -7.91884  3.81391  -0.87204
C  4.20973  -2.93135  -3.98693
O  4.38623  2.67278  -0.87889
H  -2.79585  2.09183  1.41805
H  5.50261  -2.05522  -1.66384
H  3.38936  -6.01148  -3.17831
H  6.33350  -0.48234  3.21396
H  6.85853  1.45680  0.71928
C  4.29041  3.72651  1.44805
H  1.19278  0.20836  2.86313
H  5.19418  4.47001  1.41255
C  4.47051  2.41960  0.43007
H  -1.37156  2.42019  0.20504
H  3.66485  -5.32945  -4.78061
H  4.03995  -0.11487  2.79593
H  -8.65664  0.51105  0.30998
H  4.13514  -4.58795  0.75876
H  6.20300  -5.67658  -1.09043
C  6.11588  1.09152  1.57971
H  2.75163  -0.23665  -0.14642
C  -6.02589  5.15320  -0.09867
O  2.81021  -2.70261  -1.22460
H  -7.71604  1.32582  -0.93896
H  4.18622  3.24781  2.53594
H  4.53683  -6.25400  -1.12742
C  -6.92600  3.94440  0.31677
C  5.63604  -3.15771  -3.50249
C  -7.73247  4.32821  1.58271
H  6.19777  1.93480  2.41831
C  -6.85781  1.51835  1.11634
O  -1.89340  -0.28857  2.38639
C  5.22375  -5.51583  -1.55797
H  4.63647  -2.89141  0.58640
O  -5.03813  2.98745  1.33454
H  2.75378  -1.54909  1.26749
H  2.03664  -5.53112  -4.12373
C  -7.79339  1.92439  2.29365
H  -5.15884  0.09907  0.95625
C  3.12207  -3.79429  -3.28083
C  -5.90862  0.40795  1.69217
C  4.71989  -4.06725  -1.30545
H  -5.42954  4.91090  -0.98727
H  0.98385  1.22983  0.52483
H  -1.76322  -0.33771  3.38221
H  6.29006  -2.39136  -3.93252
N  -6.12972  2.67967  0.50312
C  -7.64031  0.77021  -0.00404
H  -8.47151  1.09931  2.54103
H  3.01218  1.41107  2.34812
H  3.98260  -1.86533  -3.83640
H  -5.34422  5.46784  0.69850
H  5.36470  -5.75217  -2.61404
H  -6.63589  6.03109  -0.34418
C  -1.60903  2.15781  1.34100
H  -5.38358  0.73136  2.59957
H  3.25103  4.20140  1.19090
H  -7.18878  2.09230  3.19747
C  5.70823  -3.08473  -1.98232
H  7.89571  -0.38779  2.16230
P  0.84094  0.12989  1.46563
H  6.01201  -4.11698  -3.86950
H  -8.36124  5.20580  1.38335
H  1.68068  -2.10090  -3.49873
C  4.83267  -3.91363  0.24622
H  -7.40037  3.50771  -1.78830
B  -0.97676  0.68808  1.76234
C  2.63054  -0.40668  1.02461
H  0.90703  -3.67201  -3.20919
C  -8.61691  3.18537  2.06557
H  -8.73337  3.11161  -0.68674
H  -7.14011  -0.16177  -0.29883
H  6.26290  -1.27228  1.50259
H  6.73695  -3.29797  -1.66367
C  3.06330  -5.23508  -3.87071
N  3.30628  -3.88910  -1.79359
H  -9.10186  3.47540  3.00400
H  -9.42527  2.98565  1.35641
C  6.72793  -0.36190  2.09389
H  -7.05458  4.62255  2.39353
H  1.59363  -3.28488  -4.79324
H  0.37507  -1.17155  0.97565
C  1.74442  -3.17547  -3.71056
H  4.17522  -3.09046  -5.07104
C  3.67283  0.55162  1.90733

Cartesian forces (eV/Å) of the 6 atoms listed first:
-0.962 -1.565 -1.072
-0.159 0.355 -0.251
0.445 2.547 1.213
-0.129 -0.074 -0.380
0.286 -0.072 0.220
-0.117 -0.320 -0.005

These are the Löwdin partial charges, in e, on atoms 1 to 6: 0.08, 0.09, -0.14, 0.08, 0.09, -0.05

(3)
The following is a quantum chemistry calculation of 4 unconnected molecules or ions with the total composition C25H55BN5O7S at a distorted geometry, from the Open Molecules 2025 dataset.

Calculated values
Gap between HOMO and LUMO: 5.33 eV
HOMO: -10.5275 eV
Charge: +1
Electronic energy: -60094.257 eV

Cartesian coordinates (Å):
C  3.62693  0.33442  2.26100
O  -10.33408  -0.43938  -1.93550
H  -5.36474  -0.11796  4.07763
C  -11.42294  -2.35595  -4.27896
C  -0.63610  0.38652  2.41294
C  8.90037  -2.98937  -0.47224
H  6.22462  -1.78278  -2.98712
N  -2.93944  1.05042  4.54205
H  -8.98998  -2.12030  -3.07459
C  1.23421  5.20242  2.62003
C  0.69902  2.66767  3.60350
H  -2.22219  -1.43832  1.69206
H  7.59079  -0.03328  2.40010
H  7.15585  -4.18304  -0.69148
H  -12.26123  -1.24255  -1.87800
C  7.78498  -0.74618  1.59304
O  0.51984  -1.31394  0.71559
H  3.58748  1.15541  0.13490
H  3.86894  0.94281  -3.85391
C  -10.69345  0.50607  -2.93063
H  0.94582  2.94110  4.73869
H  6.41291  -1.76473  -0.33145
H  1.65925  2.26087  3.07664
H  -0.46605  3.72137  1.91442
O  4.98408  0.89974  -2.08844
H  3.95126  -0.58498  -2.99339
H  -10.22990  0.24131  -3.88217
C  -2.02237  -0.55094  2.42762
H  2.23442  4.79760  2.16112
C  6.40873  0.87834  -4.97299
H  6.96808  -0.40255  -2.63381
H  8.79990  -1.12362  1.72673
S  -6.88015  -0.50200  0.03515
H  -10.78764  -1.63003  -4.79337
H  8.69256  -2.21654  -1.21909
H  5.68748  1.55964  -5.43545
H  -11.05258  -1.98060  -0.84077
H  -7.22713  -0.49408  2.60748
C  6.56762  -2.48472  0.48141
N  6.69102  -0.98834  -3.42753
H  1.27617  -1.85996  1.10408
N  7.92711  -4.43410  1.23602
H  -11.43414  -3.26133  -4.89773
C  -10.92616  -2.68088  -2.87240
C  4.54856  0.28134  -3.30289
C  -4.58463  -0.89782  3.64323
C  -0.59162  1.60613  3.53170
C  -3.13771  -0.06659  3.57765
H  5.60380  -2.98442  0.63762
H  8.18184  -3.82526  2.01981
H  5.22572  2.75118  -1.25860
C  5.69707  -0.23060  -4.20189
H  -12.44327  -1.96036  -4.25296
H  7.69469  -0.21933  0.63782
C  0.09789  4.05974  2.90358
O  -0.76115  7.00380  1.93765
O  6.85214  -1.80894  1.70997
C  2.90646  0.42601  0.79076
C  -11.21324  -1.56431  -1.84274
H  6.42527  2.32648  -2.47716
O  1.55520  1.00512  0.79561
H  -4.59279  -2.24504  1.80684
H  4.37407  -0.59282  2.21107
H  2.90620  0.11815  3.15725
H  1.38476  5.79193  3.63290
H  -1.68595  2.56966  5.14267
H  -10.29658  1.48109  -2.63209
H  9.48330  -3.77741  -0.96407
H  -9.18679  -3.30658  -2.00848
H  -7.00813  -2.26672  1.78803
C  7.60487  -3.56388  0.09558
H  9.54305  -2.55601  0.29871
O  0.99321  6.56588  0.35566
C  5.36564  2.25945  -2.22602
H  -7.92396  0.44035  -0.00005
H  -0.74377  4.44905  3.64502
H  -4.53389  -1.86162  4.30466
C  -5.00688  -1.16139  2.07280
H  7.02261  0.45119  -5.77512
H  -11.77847  0.59509  -3.04449
H  -4.58120  -0.33026  1.32911
H  4.76102  2.78568  -2.97147
N  -1.77837  1.75892  4.45486
H  7.07952  1.46730  -4.34184
B  0.53592  0.07034  1.30501
H  4.24029  1.31691  2.43473
C  -6.65368  -1.14301  1.82034
C  0.51342  6.29957  1.58233
H  -0.96690  7.65738  1.18996
N  -9.49268  -3.00200  -2.93383
H  2.99678  -0.62606  0.28206
H  7.06863  -4.88648  1.55380
H  -11.46417  -3.57815  -2.54092
H  5.25478  -0.90602  -4.94528

Cartesian forces (eV/Å) of the 6 atoms listed first:
0.417 -0.507 -0.482
-0.516 -0.189 0.046
1.741 -1.757 -0.594
-0.170 -0.167 -0.226
-4.558 0.378 2.632
0.171 -0.045 -0.255

These are the Löwdin partial charges, in e, on atoms 1 to 6: -0.08, -0.22, 0.12, -0.07, 0.10, -0.07